No. 1
Entry from the Open Molecules 2025 dataset: C20H43CsF2MgNNaO17PS2 as an isolated structure at a distorted geometry (the ωB97M-V functional and the def2-TZVPD basis).

**HOMO energy**: -6.6 eV
**Charge**: +1
**E_tot**: -104508.623 eV
**E_LUMO**: -4.23 eV

Each line ends with the Löwdin charge.
Element x y z (Å)
C (1.4192, -4.5411, -0.5457)  -0.1013
C (1.6132, -2.9598, -1.0256)  -0.2444
O (0.2642, -2.3773, -1.0971)  -0.2341
C (0.3341, -0.8809, -1.1789)  -0.1205
C (-1.0186, -0.3432, -0.3642)  -0.1637
O (-1.7255, -1.4914, 0.2254)  -0.2747
S (-3.3836, -1.5160, -0.2208)  0.8019
O (-3.4010, -1.9018, -1.7509)  -0.3274
O (-3.9783, -0.1035, 0.0036)  -0.4459
N (-4.1415, -2.7929, 0.6975)  -0.4094
S (-5.8829, -2.7592, 0.5791)  0.7132
O (-6.5413, -1.4135, 0.9811)  -0.3427
O (-6.4087, -3.8175, 1.6255)  -0.4205
C (-6.5805, -3.2805, -1.0781)  -0.1496
O (-7.9891, -2.7807, -1.1445)  -0.2325
O (-8.1223, -1.9592, -2.1505)  -0.1152
H (2.4154, -4.8662, -0.0025)  0.0829
H (1.3088, -5.1645, -1.5490)  0.0783
H (0.4473, -4.7198, 0.0843)  0.0690
H (2.0601, -2.9887, -2.1261)  0.1335
H (2.3473, -2.3948, -0.2857)  0.1272
H (0.3248, -0.5964, -2.3172)  0.1444
H (1.3389, -0.4566, -0.7170)  0.1193
H (-0.6075, 0.3339, 0.5284)  0.1553
H (-1.6517, 0.2993, -1.1103)  0.0944
H (-5.9436, -2.9763, -2.0114)  0.1427
H (-6.6741, -4.4680, -1.1158)  0.1552
H (-8.1617, -2.5517, -2.9778)  0.1415
C (-3.6742, -3.7767, 5.2409)  0.0148
C (-2.6649, -2.6637, 5.1478)  -0.4761
O (-1.4650, -2.8739, 5.3182)  0.1279
C (-3.1804, -1.2836, 4.8384)  0.0109
H (-3.1589, -4.7156, 5.4695)  0.1356
H (-4.3876, -3.5652, 6.0413)  0.0857
H (-4.1948, -3.8867, 4.2862)  0.0169
H (-3.8718, -0.9612, 5.6209)  0.1077
H (-3.6789, -1.2827, 3.8659)  0.0403
H (-2.3401, -0.5822, 4.8022)  0.1171
Mg (-4.4617, -3.0013, 2.9000)  1.0555
F (-7.7617, -0.8705, -0.6000)  -0.4838
C (5.2569, -1.4644, -3.5613)  -0.1054
C (5.0263, -0.7981, -2.1947)  -0.7301
C (5.9165, -1.4786, -1.1417)  -0.1033
O (3.7658, -1.0001, -1.8522)  -0.3050
H (5.0205, -2.5367, -3.5512)  0.0667
H (4.6496, -0.9940, -4.3449)  0.0492
H (6.3072, -1.3659, -3.8599)  0.0533
H (5.4080, 0.2280, -2.2928)  0.0979
H (5.7047, -2.5514, -1.0421)  0.0660
H (5.7926, -1.0187, -0.1531)  0.0572
H (6.9736, -1.3804, -1.4164)  0.0542
O (2.4420, 4.9803, -2.5210)  -0.2528
P (3.9409, 4.9352, -2.9063)  0.7638
O (3.6617, 4.6069, -4.5136)  -0.2388
C (2.6508, 5.2947, -5.2368)  -0.5161
C (3.2697, 6.3380, -6.1441)  -0.0891
O (4.1850, 3.3652, -2.4215)  -0.2141
C (3.5042, 2.8525, -1.2891)  -0.2832
C (2.3417, 1.9882, -1.7457)  -0.0818
O (5.6157, 4.8849, -3.3369)  -0.1830
C (6.1719, 5.9669, -4.0602)  -0.2966
C (5.9747, 7.2936, -3.3567)  -0.0771
H (1.9139, 5.7717, -4.5865)  0.1207
H (2.1228, 4.5511, -5.8418)  -0.3745
H (3.7461, 7.1279, -5.5559)  0.0864
H (2.5073, 6.7983, -6.7800)  0.0869
H (4.0395, 5.8944, -6.7830)  0.0832
H (3.1736, 3.6558, -0.6237)  0.1026
H (4.2133, 2.2395, -0.7244)  0.1259
H (1.6493, 2.5468, -2.3818)  0.0594
H (1.7884, 1.5948, -0.8874)  0.0600
H (2.7051, 1.1456, -2.3441)  0.0641
H (5.7667, 5.9858, -5.0725)  0.0934
H (7.2446, 5.7689, -4.1573)  0.1342
H (4.9128, 7.5352, -3.2570)  0.0644
H (6.4603, 8.0979, -3.9158)  0.0895
H (6.3949, 7.2606, -2.3469)  0.0913
Cs (1.8383, 3.5507, -7.1065)  1.5022
C (-5.2174, -1.5838, 9.0903)  -0.0654
C (-4.3006, -2.2011, 10.0904)  -0.3239
O (-4.4343, -3.5837, 9.8507)  0.1625
C (-4.7419, -3.6859, 8.5272)  -0.4887
O (-4.6662, -4.7201, 7.8849)  0.1423
O (-5.1386, -2.4855, 8.0046)  0.0454
F (-4.7186, -1.9450, 11.3504)  0.0956
H (-6.2531, -1.5290, 9.4421)  0.1570
H (-4.8946, -0.5825, 8.7926)  0.1469
H (-3.2514, -1.9077, 9.9786)  0.1810
Na (-3.2617, 1.4844, -0.5920)  0.6962


No. 2
Entry from the Open Molecules 2025 dataset: C20H43MoO3S5Si as an isolated structure (the ωB97M-V functional and the def2-TZVPD basis).

**HOMO energy**: -17.8 eV
**Charge**: +3
**E_tot**: -91470.028 eV
**E_LUMO**: -10.17 eV

Each line ends with the Löwdin charge.
Element x y z (Å)
Mo (-2.8785, 0.5504, 0.2501)  0.2408
C (-4.9122, -1.6852, -1.3664)  -0.4400
C (-4.9824, -1.9252, 0.1364)  -0.4263
S (-5.0734, -0.2646, 0.8838)  0.8860
C (-4.8564, -0.3079, 2.6932)  -0.4254
C (-4.6688, 1.1467, 3.1062)  -0.4419
S (-3.2617, 1.9417, 2.2269)  0.8521
C (-3.9031, 3.5155, 1.5732)  -0.4600
C (-4.6742, 3.3766, 0.2784)  -0.4476
S (-3.6007, 2.5834, -0.9824)  0.8736
C (-4.8432, 1.8723, -2.1283)  -0.4480
C (-4.2254, 0.7163, -2.8887)  -0.4568
S (-3.5125, -0.5797, -1.8247)  0.8354
H (-5.8304, -1.2451, -1.7582)  0.1010
H (-4.7527, -2.6379, -1.8714)  0.1065
H (-4.1013, -2.4374, 0.5236)  0.0953
H (-5.8750, -2.5024, 0.3830)  0.1147
H (-3.9975, -0.9342, 2.9355)  0.0967
H (-5.7490, -0.7190, 3.1672)  0.1142
H (-4.4459, 1.1866, 4.1728)  0.1072
H (-5.5645, 1.7428, 2.9262)  0.1007
H (-3.0069, 4.1255, 1.4395)  0.0985
H (-4.5047, 3.9995, 2.3443)  0.1147
H (-4.9674, 4.3576, -0.0988)  0.1124
H (-5.5705, 2.7644, 0.3934)  0.0802
H (-5.1453, 2.6579, -2.8227)  0.1120
H (-5.7141, 1.5676, -1.5450)  0.0817
H (-3.3848, 1.0445, -3.5040)  0.0971
H (-4.9501, 0.2549, -3.5615)  0.1136
C (5.2309, 1.1620, 1.4940)  -0.0229
C (4.4357, 1.9162, 0.4531)  -0.5620
C (5.2967, 2.3997, -0.6923)  -0.0099
C (3.5816, 3.0120, 1.0528)  -0.0146
O (3.4426, 0.9626, -0.1980)  -0.0913
Si (2.9198, -0.4948, -0.0051)  0.4686
S (-1.1379, -0.3933, 0.8120)  0.2758
O (3.2628, -1.3133, 1.2787)  -0.0865
C (3.1159, -2.7420, 1.7388)  -0.5715
C (3.8798, -3.5957, 0.7494)  -0.0090
C (3.7351, -2.7563, 3.1189)  -0.0078
C (1.6334, -3.0491, 1.7612)  -0.0309
O (1.9691, -1.1258, -1.0887)  -0.1064
C (1.7021, -0.8071, -2.5223)  -0.5864
C (1.1293, 0.5968, -2.5900)  -0.0177
C (3.0164, -0.9286, -3.2658)  -0.0043
C (0.6981, -1.8558, -2.9535)  -0.0115
H (5.9610, 1.8420, 1.9326)  0.1133
H (5.7821, 0.3320, 1.0517)  0.1000
H (4.5979, 0.7865, 2.2955)  0.0884
H (6.0325, 3.1053, -0.3072)  0.1093
H (4.6995, 2.9073, -1.4478)  0.0966
H (5.8352, 1.5747, -1.1564)  0.0980
H (4.2310, 3.7908, 1.4517)  0.1089
H (2.9714, 2.6322, 1.8718)  0.0913
H (2.9412, 3.4610, 0.2954)  0.0924
H (4.9239, -3.2909, 0.6993)  0.1037
H (3.4368, -3.5458, -0.2464)  0.0859
H (3.8534, -4.6372, 1.0694)  0.1108
H (4.7845, -2.4716, 3.0747)  0.1008
H (3.6718, -3.7651, 3.5261)  0.1079
H (3.2091, -2.0800, 3.7909)  0.0968
H (1.1994, -2.9711, 0.7637)  0.0730
H (1.1151, -2.3792, 2.4476)  0.0822
H (1.4839, -4.0700, 2.1128)  0.1084
H (1.8235, 1.3346, -2.1917)  0.0839
H (0.1900, 0.6508, -2.0290)  0.0619
H (0.9260, 0.8546, -3.6295)  0.1070
H (3.7462, -0.2049, -2.8999)  0.0898
H (2.8588, -0.7245, -4.3242)  0.1105
H (3.4262, -1.9334, -3.1734)  0.1041
H (-0.2332, -1.7519, -2.3931)  0.0680
H (1.0930, -2.8574, -2.7942)  0.1010
H (0.4805, -1.7421, -4.0150)  0.1060